Entry 1:
This record from OMol25 describes a 8-piece molecular cluster, BrH14O7 overall in a non-equilibrium geometry. The level of theory is ωB97M-V/def2-TZVPD.

Cartesian coordinates (Å):
Br1 -0.0025 -0.5744 0.0555
O1 1.5525 2.4966 0.4935
H1 1.5865 2.2406 1.4035
H2 1.0255 1.8386 -0.0065
O2 -1.0035 1.3046 2.5925
H3 -1.8445 0.8876 2.8825
H4 -0.5205 0.7146 2.0145
O3 -2.9495 0.5746 0.3115
H5 -2.0655 0.1716 0.2645
H6 -3.0405 0.9786 -0.5505
O4 -0.9235 -0.3404 -3.0735
H7 -0.8965 -0.1044 -2.1245
H8 0.0235 -0.5484 -3.2645
O5 1.7505 -1.1194 2.7145
H9 2.5435 -0.9734 2.1415
H10 1.1335 -1.0024 1.9745
O6 0.6165 1.8846 -2.0965
H11 0.8665 0.9916 -1.8825
H12 -0.3265 1.9316 -1.9425
O7 1.1375 -3.7874 -0.8205
H13 0.5885 -4.5704 -0.5755
H14 0.7475 -2.9954 -0.5105

Properties
Max |F| = 0.055 hartree/bohr
Kohn-Sham gap = 9.723 eV
Charge = -1
Energy above the lowest of the compared OMol25 structures with the same formula, charge and spin = 24.2 kcal/mol
Calculated total energy = -84605.7791 eV
Spin multiplicity = 1


Entry 2:
This record from OMol25 describes a 9-piece molecular cluster, BrH16O8 overall in a non-equilibrium geometry. The level of theory is ωB97M-V/def2-TZVPD.

Cartesian coordinates (Å):
Br1 0.2888 -0.0610 -0.2193
O1 2.4578 2.2800 -1.1483
H1 2.7058 2.1410 -2.0073
H2 1.9188 1.8020 -0.6553
O2 -2.4922 -2.3900 -0.8143
H3 -1.7292 -2.1550 -0.7493
H4 -2.4542 -2.6600 -1.7623
O3 3.0478 -1.8780 -1.8783
H5 2.9118 -1.5380 -2.8203
H6 2.3828 -1.2000 -1.3313
O4 0.2338 -3.2940 0.3427
H7 0.1488 -2.5810 0.6837
H8 1.1298 -3.5400 0.4727
O5 -0.8902 2.7990 -1.7143
H9 -0.7902 3.3180 -0.8873
H10 -0.6502 1.9310 -1.3013
O6 -3.0782 0.9080 0.4297
H11 -2.1882 0.5360 0.3557
H12 -2.9892 1.8260 0.8597
O7 -0.9452 -0.6160 2.7967
H13 -0.8472 -0.4150 1.9277
H14 -0.4262 -1.2750 3.0837
O8 1.1118 2.1620 2.1817
H15 0.2438 2.2270 2.6787
H16 0.8998 1.6720 1.4757

Properties
Max |F| = 0.311 hartree/bohr
Kohn-Sham gap = 9.478 eV
Charge = -1
Energy above the lowest of the compared OMol25 structures with the same formula, charge and spin = 101.6 kcal/mol
Calculated total energy = -86682.2376 eV
Spin multiplicity = 1


Entry 3:
This record from OMol25 describes a 9-piece molecular cluster, BrH16O8 overall. The level of theory is ωB97M-V/def2-TZVPD.

Cartesian coordinates (Å):
Br1 0.0605 -0.2192 0.1828
O1 1.7721 0.1971 -2.5496
H1 2.7257 0.1657 -2.4718
H2 1.4570 0.1804 -1.6459
O2 -3.0690 -0.6774 -0.7487
H3 -3.2727 -1.2950 -1.4511
H4 -2.1147 -0.6047 -0.7622
O3 0.8392 -3.6510 0.4352
H5 1.7769 -3.5854 0.2544
H6 0.5078 -2.7617 0.3101
O4 -0.7235 3.3038 -0.0144
H7 -0.7377 2.3697 0.1942
H8 -0.3024 3.7122 0.7420
O5 2.0045 2.7058 -0.3459
H9 1.8195 1.9183 0.1659
H10 2.0310 3.4113 0.3005
O6 -2.4555 -1.5014 1.9637
H11 -2.3295 -2.0983 2.7013
H12 -1.5794 -1.1656 1.7743
O7 -1.0734 1.8009 -2.2349
H13 -1.1563 1.3349 -3.0669
H14 -0.6074 1.1907 -1.6634
O8 1.8121 -1.5600 2.8414
H15 1.5719 -1.0755 2.0516
H16 1.0433 -2.0955 3.0375

Properties
Max |F| = 0.017 hartree/bohr
Kohn-Sham gap = 9.639 eV
Charge = -1
Energy above the lowest of the compared OMol25 structures with the same formula, charge and spin = 23.3 kcal/mol
Calculated total energy = -86685.6328 eV
Spin multiplicity = 1


Entry 4:
This record from OMol25 describes a 2-piece molecular cluster, BrH2OP overall in a non-equilibrium geometry. The level of theory is ωB97M-V/def2-TZVPD.

Cartesian coordinates (Å):
O1 0.3709 -0.2752 0.4196
P1 1.7747 -0.4082 -0.0221
Br1 -2.5665 0.3052 0.0853
H1 -1.5338 -0.5726 -0.0797
H2 1.9548 0.9508 -0.4031

Properties
Max |F| = 0.038 hartree/bohr
Kohn-Sham gap = 8.640 eV
Energy above the lowest of the compared OMol25 structures with the same formula, charge and spin = 37.4 kcal/mol
Calculated total energy = -81410.0238 eV
Spin multiplicity = 1


Entry 5:
This record from OMol25 describes one molecule with the formula BrH2PS in a non-equilibrium geometry. The level of theory is ωB97M-V/def2-TZVPD.

Cartesian coordinates (Å):
P1 -0.2353 0.6919 0.0019
S1 0.4629 2.4947 -0.0472
Br1 -2.6242 0.1888 0.0417
H1 -0.1727 -0.2261 0.9270
H2 0.2761 -0.0263 -1.0907

Properties
Max |F| = 0.065 hartree/bohr
Kohn-Sham gap = 8.872 eV
Energy above the lowest of the compared OMol25 structures with the same formula, charge and spin = 6.4 kcal/mol
Calculated total energy = -90198.7803 eV
Spin multiplicity = 1


Entry 6:
This record from OMol25 describes BrH3P2 as an isolated structure in a non-equilibrium geometry. The level of theory is ωB97M-V/def2-TZVPD.

Cartesian coordinates (Å):
P1 0.0550 -0.9761 0.0266
P2 0.3393 0.8137 1.4004
Br1 1.2087 -0.1661 3.0882
H1 -0.9771 -1.6565 0.6310
H2 -0.7335 -0.1582 -0.7847
H3 1.6175 1.2930 0.3456

Properties
Max |F| = 0.069 hartree/bohr
Kohn-Sham gap = 9.259 eV
Energy above the lowest of the compared OMol25 structures with the same formula, charge and spin = 15.9 kcal/mol
Calculated total energy = -88667.6650 eV
Spin multiplicity = 1